10
Properties=species:S:1:pos:R:3 method="wB97M-V/def2-TZVPD" relative_energy_kj_mol=16.4 smiles="O=C(Cl)C(F)(F)CBr" orbital_gap_ev=10.74 homo_energy_ev=-10.66
C -1.525 0.048 0.255
C 0.974 -0.601 -0.091
C -0.024 0.584 0.190
O -2.075 -0.200 1.258
F 0.257 1.128 1.340
F 0.085 1.612 -0.693
Cl -2.188 -0.078 -1.301
Br 2.706 0.125 -0.470
H 0.602 -1.205 -1.021
H 1.187 -1.415 0.534